--- A ---
16
Properties=species:S:1:pos:R:3:nbo_charge:R:1 method="wB97M-V/def2-TZVPD" lumo_ev=-4.64 gap_ev=9.129 total_charge=+1
H 1.597 1.638 -3.236 0.252
C -1.108 0.219 2.243 -0.429
H 1.472 -0.090 -3.094 0.254
H 2.256 1.196 -0.876 0.130
H -0.562 -2.555 0.339 0.230
H -1.343 0.054 3.292 0.243
O 0.363 0.747 -0.442 -0.610
H -1.824 0.907 1.798 0.251
H -2.157 -1.495 1.546 0.436
N -1.234 -1.059 1.531 -0.373
H -0.101 0.597 2.105 0.250
C 1.054 0.847 -2.722 -0.732
H 0.663 -1.203 0.828 0.240
H -0.009 0.901 -2.936 0.242
C -0.324 -1.639 0.869 0.143
C 1.256 0.936 -1.246 0.473



--- B ---
16
Properties=species:S:1:pos:R:3:nbo_charge:R:1 method="wB97M-V/def2-TZVPD" lumo_ev=-4.95 gap_ev=9.067 total_charge=+1
C -2.462 -0.194 0.146 -0.269
H 1.173 -1.416 -1.177 0.264
C -0.110 -0.187 -0.230 0.725
H -0.896 1.868 -0.161 0.259
H 0.436 1.734 0.748 0.322
N 2.388 -0.157 0.151 -0.852
H 1.123 -1.601 0.753 0.256
H -2.685 0.360 -0.780 0.227
C 1.208 -1.004 -0.142 -0.318
H -2.576 0.291 1.022 0.216
H 3.210 -0.479 -0.376 0.397
C -0.048 1.297 -0.251 -0.784
H 2.696 -0.056 1.097 0.390
H -2.976 -1.182 0.307 0.243
O -1.188 -0.832 -0.117 -0.381
H 0.708 1.559 -0.989 0.306



--- C ---
16
Properties=species:S:1:pos:R:3:nbo_charge:R:1 method="wB97M-V/def2-TZVPD" lumo_ev=-8.48 gap_ev=5.158 total_charge=+1
N -0.243 0.625 3.238 -1.037
H 2.244 0.041 0.167 0.296
C -1.046 -0.081 -0.812 -0.696
H 0.124 0.372 2.307 0.321
H -0.034 -1.078 -2.511 0.151
H 2.162 -0.623 -1.459 0.346
O -1.923 -0.621 -3.087 -0.383
C 0.209 -0.454 -0.075 0.454
C 1.588 -0.039 -0.686 -0.778
H -2.008 -0.450 -0.358 0.315
C -0.979 -0.559 -2.239 0.421
H 1.498 1.014 -1.084 0.266
H 0.495 0.949 3.835 0.377
H 0.184 -1.379 0.390 0.215
H -0.924 1.249 3.368 0.371
H -1.348 1.033 -0.997 0.361



--- D ---
16
Properties=species:S:1:pos:R:3:nbo_charge:R:1 method="wB97M-V/def2-TZVPD" lumo_ev=-3.69 gap_ev=11.477 total_charge=+1
H -1.367 -1.010 1.602 0.217
H -0.248 -0.594 2.873 0.256
N 0.503 1.159 -1.459 -0.690
H 0.195 -1.640 1.496 0.218
H -1.347 0.439 -0.628 0.245
C -0.038 -1.136 -1.024 0.424
H -0.513 1.297 1.318 0.239
H 1.175 0.660 1.008 0.225
C -0.326 -0.732 1.803 -0.615
H -0.820 -1.851 -0.755 0.163
H -0.073 1.723 -2.092 0.451
H 1.004 1.865 -0.918 0.445
O 0.893 -1.437 -1.707 -0.482
C -0.282 0.255 -0.502 -0.149
H 1.141 0.524 -1.973 0.469
C 0.103 0.478 0.957 -0.414



How do the structures above rank in stability at the extremes? D comes first and C comes last.